# 1
{
  "formula": "C29H26N3O10RuS4Se2",
  "method": "ωB97M-V/def2-TZVPD",
  "gap_ev": [5.24, 5.87],
  "e_tot_ha": -8527.8120,
  "e_lumo_ev": [3.20, 3.80],
  "s_squared": 0.8352,
  "de_lowest_kcal_mol": 88.1,
  "multiplicity": 2,
  "homo_energy_ev": [-2.0476, -2.0699],
  "total_charge": -2,
  "species": ["Ru", "O", "C", "O", "C", "C", "C", "C", "C", "C", "O", "N", "O", "O", "N", "O", "O", "H", "H", "O", "C", "S", "C", "C", "S", "S", "S", "C", "Se", "C", "C", "Se", "C", "H", "H", "H", "H", "H", "H", "H", "H", "H", "H", "C", "C", "C", "C", "C", "C", "N", "C", "C", "C", "C", "C", "C", "C", "O", "O", "C", "C", "H", "H", "H", "H", "H", "H", "H", "H", "H", "H", "H", "H", "H", "H"],
  "xyz": [[0.648, -1.254, -0.575], [-2.593, 1.329, 0.809], [-2.009, 0.606, 0.007], [-0.999, -0.091, 0.267], [-2.609, 0.545, -1.405], [-3.778, 1.237, -1.554], [-4.462, 1.301, -2.777], [-3.933, 0.630, -3.867], [-2.751, -0.089, -3.754], [-2.006, -0.176, -2.503], [-0.944, -0.837, -2.426], [-2.317, -0.750, -4.918], [-1.233, -1.335, -4.941], [-3.041, -0.713, -5.919], [-5.667, 2.014, -2.885], [-6.224, 2.065, -3.984], [-6.133, 2.560, -1.884], [-4.186, 1.745, -0.691], [-4.427, 0.649, -4.826], [0.283, -7.830, 2.356], [0.358, -6.757, 1.819], [1.866, -5.857, 1.616], [1.194, -4.435, 0.809], [-0.152, -4.454, 0.568], [-1.024, -3.250, -0.265], [-1.018, -5.891, 1.141], [2.250, -3.161, 0.392], [3.088, 1.494, -2.145], [1.184, 1.017, -2.211], [1.360, 0.257, -4.057], [2.462, -0.774, -4.194], [2.473, -2.131, -2.745], [0.975, -3.177, -3.413], [3.398, 1.906, -3.103], [3.664, 0.601, -1.902], [3.210, 2.234, -1.362], [1.539, 1.080, -4.756], [0.395, -0.191, -4.292], [3.454, -0.315, -4.172], [2.344, -1.331, -5.128], [1.281, -3.677, -4.333], [0.138, -2.502, -3.594], [0.713, -3.906, -2.649], [-3.482, 0.411, 3.665], [-2.022, 0.215, 3.376], [-1.539, -1.062, 3.124], [-0.195, -1.270, 2.870], [0.692, -0.208, 2.909], [0.214, 1.083, 3.122], [1.078, 2.174, 3.258], [2.416, 2.246, 2.977], [3.237, 3.014, 3.811], [4.601, 3.076, 3.611], [5.186, 2.350, 2.588], [4.376, 1.640, 1.714], [3.001, 1.609, 1.872], [2.161, 1.032, 0.741], [1.356, 1.811, 0.216], [2.456, -0.130, 0.372], [-1.152, 1.302, 3.338], [-1.672, 2.704, 3.488], [-3.969, -0.545, 3.849], [-3.950, 0.877, 2.799], [-3.633, 1.057, 4.531], [-2.226, -1.898, 3.110], [0.171, -2.270, 2.674], [1.752, -0.392, 2.803], [0.725, 2.900, 3.865], [2.777, 3.560, 4.625], [5.219, 3.674, 4.269], [6.258, 2.361, 2.445], [4.820, 1.107, 0.885], [-1.098, 3.385, 2.866], [-1.629, 3.048, 4.526], [-2.700, 2.749, 3.148]]
}

***

# 2
{
  "formula": "C29H26N5O2RuS6",
  "method": "ωB97M-V/def2-TZVPD",
  "gap_ev": [6.91, 6.75],
  "e_tot_ha": -4028.9993,
  "e_lumo_ev": [-0.13, -0.27],
  "s_squared": 0.7574,
  "de_lowest_kcal_mol": 4.9,
  "multiplicity": 2,
  "homo_energy_ev": [-7.0316, -7.0178],
  "species": ["Ru", "O", "C", "C", "C", "C", "C", "C", "C", "N", "C", "C", "N", "C", "C", "C", "C", "C", "C", "C", "O", "H", "H", "H", "H", "H", "H", "H", "H", "H", "H", "H", "H", "H", "H", "C", "N", "C", "C", "N", "C", "S", "C", "C", "C", "C", "C", "N", "H", "H", "H", "H", "H", "H", "H", "H", "H", "C", "S", "C", "C", "S", "S", "C", "S", "S", "H", "H", "H"],
  "xyz": [[-0.036, 0.324, -0.287], [-0.398, -1.606, -0.582], [-1.429, -2.358, -0.361], [-1.351, -3.713, -0.766], [-2.389, -4.578, -0.544], [-3.574, -4.152, 0.082], [-3.679, -2.837, 0.452], [-2.626, -1.923, 0.239], [-2.847, -0.554, 0.599], [-2.017, 0.422, 0.566], [-2.554, 1.723, 0.959], [-2.086, 2.748, -0.043], [-0.639, 2.693, 0.008], [-0.042, 3.806, 0.223], [1.340, 4.031, 0.532], [1.759, 5.336, 0.834], [3.045, 5.604, 1.234], [3.941, 4.528, 1.352], [3.561, 3.240, 1.066], [2.241, 2.934, 0.620], [1.902, 1.749, 0.289], [-0.446, -4.031, -1.268], [-2.296, -5.606, -0.872], [-4.388, -4.843, 0.252], [-4.592, -2.472, 0.912], [-3.863, -0.341, 0.940], [-2.162, 1.987, 1.946], [-3.646, 1.686, 1.008], [-2.471, 3.737, 0.233], [-2.446, 2.486, -1.040], [-0.659, 4.713, 0.250], [1.037, 6.142, 0.752], [3.360, 6.613, 1.463], [4.957, 4.718, 1.681], [4.260, 2.420, 1.171], [4.815, 0.623, -1.887], [4.376, 0.023, -0.638], [5.124, -0.070, 0.521], [4.307, -0.506, 1.490], [3.048, -0.682, 0.917], [3.097, -0.329, -0.396], [1.889, -0.340, -1.573], [1.956, -1.166, 1.679], [2.220, -2.243, 2.515], [1.245, -2.664, 3.396], [0.042, -1.981, 3.418], [-0.148, -0.954, 2.516], [0.774, -0.547, 1.632], [5.897, 0.721, -1.857], [4.349, 1.601, -2.001], [4.528, -0.007, -2.725], [6.164, 0.199, 0.551], [4.482, -0.682, 2.535], [3.177, -2.740, 2.452], [1.423, -3.507, 4.050], [-0.753, -2.247, 4.099], [-1.084, -0.421, 2.484], [-5.564, -0.897, -2.440], [-4.131, 0.199, -2.590], [-2.889, -0.941, -3.090], [-1.571, -0.661, -3.029], [-0.921, 0.849, -2.429], [-0.527, -1.905, -3.679], [-1.728, -3.062, -4.083], [-1.430, -4.536, -4.744], [-3.330, -2.470, -3.803], [-6.361, -0.288, -2.016], [-5.349, -1.726, -1.767], [-5.891, -1.268, -3.409]]
}

***

# 3
{
  "formula": "C29H26N7O2STl",
  "method": "ωB97M-V/def2-TZVPD",
  "gap_ev": 6.61,
  "e_tot_ha": -2225.2229,
  "e_lumo_ev": 0.36,
  "homo_energy_ev": -6.2530,
  "species": ["Tl", "C", "C", "N", "C", "C", "C", "C", "C", "C", "C", "N", "C", "C", "C", "C", "C", "C", "C", "C", "N", "C", "H", "H", "H", "H", "H", "H", "H", "H", "H", "H", "H", "H", "O", "C", "N", "C", "O", "C", "C", "C", "C", "N", "C", "H", "H", "H", "H", "H", "H", "H", "H", "C", "N", "C", "C", "N", "C", "S", "H", "H", "H", "H", "H", "H"],
  "xyz": [[1.132, 0.656, -2.381], [5.679, -1.551, -1.112], [4.846, -0.599, -1.724], [3.750, -0.143, -1.172], [3.365, -0.604, 0.039], [4.105, -1.621, 0.708], [5.298, -2.065, 0.094], [3.630, -2.150, 1.927], [2.464, -1.656, 2.458], [1.761, -0.611, 1.851], [2.191, -0.020, 0.662], [1.573, 1.026, 0.041], [1.036, 2.067, 0.719], [1.211, 2.335, 2.081], [0.584, 3.411, 2.713], [-0.227, 4.282, 2.030], [-0.349, 4.141, 0.634], [-1.061, 5.062, -0.166], [-1.061, 4.930, -1.526], [-0.354, 3.859, -2.093], [0.281, 2.961, -1.382], [0.302, 3.065, -0.035], [6.588, -1.871, -1.602], [5.092, -0.203, -2.704], [5.897, -2.816, 0.596], [4.192, -2.929, 2.428], [2.081, -2.074, 3.381], [0.844, -0.264, 2.307], [1.855, 1.692, 2.662], [0.742, 3.553, 3.775], [-0.747, 5.083, 2.539], [-1.588, 5.879, 0.313], [-1.572, 5.640, -2.162], [-0.313, 3.742, -3.173], [-5.540, 2.918, 3.043], [-5.805, 1.596, 2.641], [-5.221, 1.266, 1.363], [-3.973, 0.711, 1.271], [-3.318, 0.405, 2.247], [-3.467, 0.534, -0.126], [-4.281, 0.157, -1.187], [-3.711, -0.010, -2.439], [-2.350, 0.210, -2.579], [-1.565, 0.575, -1.569], [-2.110, 0.721, -0.369], [-4.607, 2.993, 3.270], [-6.887, 1.513, 2.566], [-5.425, 0.868, 3.357], [-5.600, 1.724, 0.550], [-5.336, -0.034, -1.037], [-4.304, -0.318, -3.289], [-1.863, 0.079, -3.540], [-1.451, 1.005, 0.442], [-0.148, -5.047, -2.662], [0.804, -4.703, -1.632], [1.792, -5.522, -1.110], [2.447, -4.813, -0.172], [1.855, -3.567, -0.128], [0.848, -3.482, -1.029], [-0.155, -2.182, -1.348], [-0.218, -6.129, -2.738], [0.153, -4.625, -3.622], [-1.117, -4.627, -2.400], [1.941, -6.528, -1.458], [3.269, -5.082, 0.465], [2.113, -2.813, 0.492]]
}

***

What did the third record say?
{
  "formula": "C29H26N7O2STl",
  "method": "ωB97M-V/def2-TZVPD",
  "gap_ev": 6.61,
  "e_tot_ha": -2225.2229,
  "e_lumo_ev": 0.36,
  "homo_energy_ev": -6.2530,
  "species": ["Tl", "C", "C", "N", "C", "C", "C", "C", "C", "C", "C", "N", "C", "C", "C", "C", "C", "C", "C", "C", "N", "C", "H", "H", "H", "H", "H", "H", "H", "H", "H", "H", "H", "H", "O", "C", "N", "C", "O", "C", "C", "C", "C", "N", "C", "H", "H", "H", "H", "H", "H", "H", "H", "C", "N", "C", "C", "N", "C", "S", "H", "H", "H", "H", "H", "H"],
  "xyz": [[1.132, 0.656, -2.381], [5.679, -1.551, -1.112], [4.846, -0.599, -1.724], [3.750, -0.143, -1.172], [3.365, -0.604, 0.039], [4.105, -1.621, 0.708], [5.298, -2.065, 0.094], [3.630, -2.150, 1.927], [2.464, -1.656, 2.458], [1.761, -0.611, 1.851], [2.191, -0.020, 0.662], [1.573, 1.026, 0.041], [1.036, 2.067, 0.719], [1.211, 2.335, 2.081], [0.584, 3.411, 2.713], [-0.227, 4.282, 2.030], [-0.349, 4.141, 0.634], [-1.061, 5.062, -0.166], [-1.061, 4.930, -1.526], [-0.354, 3.859, -2.093], [0.281, 2.961, -1.382], [0.302, 3.065, -0.035], [6.588, -1.871, -1.602], [5.092, -0.203, -2.704], [5.897, -2.816, 0.596], [4.192, -2.929, 2.428], [2.081, -2.074, 3.381], [0.844, -0.264, 2.307], [1.855, 1.692, 2.662], [0.742, 3.553, 3.775], [-0.747, 5.083, 2.539], [-1.588, 5.879, 0.313], [-1.572, 5.640, -2.162], [-0.313, 3.742, -3.173], [-5.540, 2.918, 3.043], [-5.805, 1.596, 2.641], [-5.221, 1.266, 1.363], [-3.973, 0.711, 1.271], [-3.318, 0.405, 2.247], [-3.467, 0.534, -0.126], [-4.281, 0.157, -1.187], [-3.711, -0.010, -2.439], [-2.350, 0.210, -2.579], [-1.565, 0.575, -1.569], [-2.110, 0.721, -0.369], [-4.607, 2.993, 3.270], [-6.887, 1.513, 2.566], [-5.425, 0.868, 3.357], [-5.600, 1.724, 0.550], [-5.336, -0.034, -1.037], [-4.304, -0.318, -3.289], [-1.863, 0.079, -3.540], [-1.451, 1.005, 0.442], [-0.148, -5.047, -2.662], [0.804, -4.703, -1.632], [1.792, -5.522, -1.110], [2.447, -4.813, -0.172], [1.855, -3.567, -0.128], [0.848, -3.482, -1.029], [-0.155, -2.182, -1.348], [-0.218, -6.129, -2.738], [0.153, -4.625, -3.622], [-1.117, -4.627, -2.400], [1.941, -6.528, -1.458], [3.269, -5.082, 0.465], [2.113, -2.813, 0.492]]
}